Molecular formula: C42H74BF12N2O10S
Method: DFT, wB97M-V/def2-TZVPD

Each atom is followed by the atoms it is bonded to, with distances in Å.
Cartesian coordinates (Å):
1 S -3.28529 1.12252 -2.30009  C46 1.874, C54 1.875
2 F 3.95126 4.25116 -3.39339  C37 1.344
3 F -10.91122 4.24102 -1.65176  C27 1.341
4 F -9.72973 4.74805 0.07108  C27 1.341
5 F -11.12360 8.34093 -8.56480  C63 1.335
6 F 8.32861 -6.90941 -0.50094  C41 1.343
7 F -9.02442 8.26937 -8.11240  C63 1.343
8 F -9.50934 5.86880 -1.74995  C27 1.338
9 F 9.35750 -7.55496 1.27729  C41 1.340
10 F 1.81781 4.26180 -3.68481  C37 1.344
11 F -10.04324 10.16561 -8.20873  C63 1.342
12 F 7.31218 -6.90843 1.39557  C41 1.337
13 F 3.06067 5.65427 -4.75338  C37 1.337
14 O -8.65184 2.53693 -1.00893  C38 1.435, C51 1.339
15 O 10.23798 -5.08691 0.69990  C48 1.338, C49 1.437
16 O 3.92025 6.64272 -2.16619  C44 1.439, C64 1.336
17 O -7.85390 3.86096 -2.63919  C51 1.197
18 O 1.70924 6.35121 -1.89860  C64 1.197
19 O -9.41102 9.09566 -5.58804  C28 1.437, C35 1.339
20 O 8.25880 -4.33055 1.44836  C48 1.197
21 O 4.54608 0.57281 -1.81213  B68 1.451, H92 0.976
22 O -11.57333 8.55095 -5.86119  C35 1.196
23 O 3.70958 1.02554 0.45185  C60 1.459, B68 1.413
24 N -0.62967 0.47422 -2.66748  C39 1.495, C43 1.519, C46 1.506, H108 1.035
25 N -3.09557 -2.06447 -1.10000  C67 1.301, H130 1.029
26 C 1.80846 1.30049 -2.98686  C36 1.581, C43 1.583, H123 1.140, H125 1.126
27 C -9.68955 4.63449 -1.26490  F3 1.341, F4 1.341, F8 1.338, C51 1.526
28 C -9.59417 9.09077 -4.16273  O19 1.437, C66 1.515, H115 1.092, H117 1.091
29 C -1.77420 -4.93236 7.15186  C31 1.595, C52 1.604, H88 1.127, H89 1.123
30 C 3.10787 -4.80502 4.46740  C40 1.584, C47 1.604, H98 1.132, H121 1.135
31 C -2.06530 -6.48054 6.90210  C29 1.595, C62 1.597, H77 1.129, H116 1.129
32 C 2.39154 -1.94911 -1.91522  C33 1.584, C55 1.582, H106 1.138, H120 1.121
33 C 2.74596 -2.67281 -0.55179  C32 1.584, C57 1.582, H114 1.139, H136 1.134
34 C 4.70839 -3.46645 1.00089  C50 1.586, C57 1.586, H95 1.131, H113 1.132
35 C -10.49741 8.80672 -6.31625  O19 1.339, O22 1.196, C63 1.526
36 C 1.95432 0.66442 -1.54632  C26 1.581, C55 1.590, B68 1.609, H93 1.143
37 C 2.89217 5.06073 -3.56674  F2 1.344, F10 1.344, F13 1.337, C64 1.526
38 C -7.70936 1.52195 -1.38328  O14 1.435, C42 1.515, H84 1.092, H131 1.091
39 C 0.05638 -0.84889 -2.55611  N24 1.495, C53 1.581, C55 1.608, H85 1.130
40 C 2.49418 -6.22203 4.81908  C30 1.584, C56 1.595, H97 1.134, H126 1.131
41 C 8.48521 -6.65246 0.80767  F6 1.343, F9 1.340, F12 1.337, C48 1.526
42 C -6.33740 1.82221 -0.81451  C38 1.515, H81 1.092, H82 1.093, H101 1.090
43 C 0.29087 1.41853 -3.42167  N24 1.519, C26 1.583, H74 1.122, H129 1.132
44 C 3.90930 7.65591 -1.14422  O16 1.439, C65 1.515, H103 1.092, H142 1.090
45 C 0.17838 -7.17264 5.73638  C56 1.583, C62 1.609, H75 1.128, H141 1.124
46 C -1.93519 0.46028 -3.41827  S1 1.874, N24 1.506, H91 1.131, H109 1.119
47 C 4.07567 -4.81954 3.18885  C30 1.604, C50 1.600, H105 1.122, H118 1.132
48 C 8.95204 -5.21913 1.04399  O15 1.338, O20 1.197, C41 1.526
49 C 10.79086 -3.76794 0.83645  O15 1.437, C61 1.515, H99 1.092, H138 1.091
50 C 3.58343 -3.78411 2.07253  C34 1.586, C47 1.600, H78 1.135, H111 1.122
51 C -8.61047 3.66276 -1.73311  O14 1.339, O17 1.197, C27 1.526
52 C -1.89191 -4.71275 8.73594  C29 1.604, H100 1.120, H133 1.128, H135 1.133
53 C -0.84830 -2.04101 -2.04571  C39 1.581, C67 1.566, H71 1.133, H128 1.132
54 C -2.67027 2.82472 -1.81034  S1 1.875, C59 1.584, H72 1.130, H102 1.134
55 C 1.34686 -0.80399 -1.59798  C32 1.582, C36 1.590, C39 1.608, H70 1.135
56 C 0.90227 -6.20125 4.71768  C40 1.595, C45 1.583, H96 1.123, H139 1.134
57 C 4.19306 -3.30802 -0.49050  C33 1.582, C34 1.586, H69 1.123, H122 1.134
58 C -1.53353 -0.94207 0.43779  C67 1.575, H86 1.132, H90 1.132, H110 1.129
59 C -3.15225 3.25244 -0.36336  C54 1.584, H73 1.127, H79 1.127, H127 1.134
60 C 5.13078 0.89260 0.75529  O23 1.459, H83 1.121, H94 1.121, H112 1.127
61 C 11.16548 -3.48387 2.27710  C49 1.515, H80 1.092, H124 1.091, H132 1.092
62 C -1.41289 -7.02278 5.54945  C31 1.597, C45 1.609, H76 1.129, H87 1.131
63 C -10.17390 8.89196 -7.80512  F5 1.335, F7 1.343, F11 1.342, C35 1.526
64 C 2.74142 6.07704 -2.43885  O16 1.336, O18 1.197, C37 1.526
65 C 3.90917 7.03243 0.23692  C44 1.515, H104 1.091, H119 1.092, H140 1.092
66 C -9.56364 7.67764 -3.61620  C28 1.515, H107 1.084, H134 1.092, H137 1.092
67 C -1.86708 -1.67993 -0.91288  N25 1.301, C53 1.566, C58 1.575
68 B 3.42821 0.76376 -0.90755  O21 1.451, O23 1.413, C36 1.609
69 H 4.19809 -4.31976 -0.97874  C57 1.123
70 H 0.94987 -1.01591 -0.55644  C55 1.135
71 H -1.43797 -2.43410 -2.92974  C53 1.133
72 H -2.95231 3.56074 -2.61943  C54 1.130
73 H -3.60823 2.40764 0.22692  C59 1.127
74 H -0.03149 2.48966 -3.33350  C43 1.122
75 H 0.39436 -8.26206 5.54038  C45 1.128
76 H -1.87849 -8.03454 5.36299  C62 1.129
77 H -1.61622 -7.07739 7.74908  C31 1.129
78 H 3.38579 -2.81837 2.63457  C50 1.135
79 H -3.81258 4.16531 -0.38555  C59 1.127
80 H 11.83698 -4.25617 2.65733  C61 1.092
81 H -5.93148 2.74643 -1.23167  C42 1.092
82 H -6.39228 1.95850 0.26809  C42 1.093
83 H 5.75134 1.65923 0.22181  C60 1.121
84 H -7.67948 1.40531 -2.46863  C38 1.092
85 H 0.45507 -1.11265 -3.57980  C39 1.130
86 H -1.43713 0.17490 0.28259  C58 1.132
87 H -1.67262 -6.32778 4.69601  C62 1.131
88 H -0.71971 -4.74721 6.80032  C29 1.127
89 H -2.51919 -4.28622 6.61428  C29 1.123
90 H -0.56820 -1.36159 0.85535  C58 1.132
91 H -1.90431 1.19507 -4.27758  C46 1.131
92 H 4.90122 1.46134 -2.00229  O21 0.976
93 H 1.26721 1.26897 -0.86204  C36 1.143
94 H 5.52285 -0.12471 0.49426  C60 1.121
95 H 5.47534 -4.29643 1.05498  C34 1.131
96 H 0.45332 -5.17989 4.84800  C56 1.123
97 H 2.76195 -6.58037 5.86077  C40 1.134
98 H 3.67505 -4.42939 5.37203  C30 1.132
99 H 10.10033 -3.01883 0.44301  C49 1.092
100 H -1.96161 -3.62507 8.99272  C52 1.120
101 H -5.64350 1.01078 -1.03488  C42 1.090
102 H -1.53639 2.83680 -1.78831  C54 1.134
103 H 3.06351 8.33233 -1.28256  C44 1.092
104 H 3.97988 7.80174 1.00658  C65 1.091
105 H 5.13162 -4.63344 3.51847  C47 1.122
106 H 1.83800 -2.71533 -2.54884  C32 1.138
107 H -9.62453 7.68725 -2.53419  C66 1.084
108 H -0.78248 0.81023 -1.70034  N24 1.035
109 H -2.20509 -0.52797 -3.86753  C46 1.119
110 H -2.32003 -1.17614 1.21351  C58 1.129
111 H 2.63636 -4.21582 1.65474  C50 1.122
112 H 5.25896 1.03871 1.86572  C60 1.127
113 H 5.25687 -2.53731 1.34265  C34 1.132
114 H 2.71003 -1.88503 0.26980  C33 1.139
115 H -10.51658 9.60872 -3.89155  C28 1.092
116 H -3.18031 -6.65455 6.93788  C31 1.129
117 H -8.76766 9.66503 -3.74147  C28 1.091
118 H 4.02385 -5.86574 2.75856  C47 1.132
119 H 2.99834 6.45569 0.40931  C65 1.092
120 H 3.27608 -1.62929 -2.52565  C32 1.121
121 H 2.27261 -4.05590 4.29933  C30 1.135
122 H 4.89039 -2.58000 -1.01032  C57 1.134
123 H 2.25377 2.34980 -2.98554  C26 1.140
124 H 11.65607 -2.51337 2.36343  C61 1.091
125 H 2.41818 0.70614 -3.72322  C26 1.126
126 H 2.83494 -7.05083 4.12898  C40 1.131
127 H -2.23533 3.56510 0.22560  C59 1.134
128 H -0.23642 -2.92310 -1.68641  C53 1.132
129 H 0.25367 1.15347 -4.52148  C43 1.132
130 H -3.66213 -1.77239 -0.29186  N25 1.029
131 H -8.08135 0.58376 -0.96976  C38 1.091
132 H 10.28386 -3.48258 2.92080  C61 1.092
133 H -2.78513 -5.31163 9.07722  C52 1.128
134 H -8.64470 7.17035 -3.91776  C66 1.092
135 H -0.97107 -5.20735 9.17317  C52 1.133
136 H 1.92677 -3.40912 -0.28267  C33 1.134
137 H -10.39603 7.08781 -4.00450  C66 1.092
138 H 11.68507 -3.74009 0.21246  C49 1.091
139 H 0.63811 -6.57152 3.67859  C56 1.134
140 H 4.74900 6.34296 0.34589  C65 1.092
141 H 0.44695 -6.88019 6.78822  C45 1.124
142 H 4.81711 8.24440 -1.28113  C44 1.090

Its HOMO-LUMO gap is 9.42 eV. For the relative energy (zero: lowest compared OMol25 entry of this formula, charge and spin), the calculation gives 3.619 eV. The charge is +1. Its total energy is -4127.87219 a.u. The LUMO energy comes out at -2.20 eV. For the highest occupied orbital energy, the calculation gives -11.62 eV.

Atom charges from the Mulliken analysis, given in e for atoms 1 to 2:
1. S -0.068
2. F -0.286